Computed, not measured: 17 unconnected molecules or ions with the total composition C68H119N17 in a non-equilibrium geometry, with ωB97M-V with the def2-TZVPD basis set.

Element x y z (Å)
N -9.8285 -32.5408 -2.9819
N -12.1136 -28.2016 -8.2417
N -3.6216 -26.3831 -7.7313
N -3.0379 -31.1039 -7.6875
N -8.6550 -25.2152 -3.5978
N -5.2460 -30.0923 -15.0465
N -5.5927 -20.3724 -6.6474
N -13.5741 -22.7555 -4.6738
N -10.7709 -28.6656 -4.3499
N -11.1586 -20.5095 -8.1174
N -7.1834 -30.7315 -6.9153
N -8.5028 -20.2854 -11.8604
N -9.4951 -26.3350 -10.6035
N -10.5897 -25.2519 -6.9153
N -4.4049 -22.0614 -1.1573
N -9.1417 -17.7300 -3.6250
N -15.8030 -23.2796 -7.7472
C -9.6961 -29.8523 -10.7529
C -2.8487 -30.4874 -5.1068
C -9.5799 -20.9451 -4.7603
C -11.6444 -16.9386 -6.6591
C -7.3788 -23.2138 -10.1003
C -8.7220 -29.3700 -1.3086
C -8.8792 -18.6975 -4.2428
C -6.7070 -31.6513 -7.4639
C -11.1654 -17.9688 -8.8958
C -3.5652 -20.9796 -8.2019
C -4.6174 -28.6099 -5.1048
C -11.6019 -33.0377 -5.9498
C -6.8244 -34.1505 -7.9483
C -11.2944 -25.2444 -3.5841
C -10.5946 -33.0131 -3.6664
C -8.5593 -26.9707 -6.9436
C -7.8611 -27.7129 -15.1450
C -7.7986 -28.9221 -2.4604
C -9.2592 -22.2462 -5.5177
C -15.0042 -24.1054 -7.5382
C -6.8393 -25.1168 -6.9999
C -6.3112 -29.6697 -15.3032
C -7.6303 -29.1566 -15.5906
C -4.6088 -25.5572 -2.8090
C -9.6416 -28.9854 -4.1310
C -4.6911 -20.6273 -7.3505
C -14.4018 -20.7513 -6.0278
C -6.0983 -32.8310 -8.1458
C -7.6174 -27.5259 -13.6605
C -4.5798 -24.3517 -3.7467
C -8.5190 -19.8972 -5.0029
C -3.2568 -29.0597 -4.6884
C -2.9386 -30.8176 -6.5775
C -11.4242 -26.2172 -1.2906
C -14.6877 -26.4082 -6.5757
C -12.3483 -31.6862 -6.0959
C -11.3227 -22.6461 -11.5213
C -11.9942 -25.1960 -2.2379
C -7.3646 -21.6579 -9.9269
C -15.2579 -19.4435 -4.0167
C -9.1680 -29.9034 -9.2896
C -3.7326 -26.4406 -8.8910
C -11.5676 -33.6524 -4.5539
C -3.7891 -26.5393 -10.3529
C -9.8031 -25.2200 -3.5567
C -15.7959 -26.9963 -7.4245
C -7.4055 -26.3454 -7.6354
C -11.1075 -19.3898 -8.4634
C -10.2408 -30.1329 -8.2728
C -5.6326 -28.3875 -10.5497
C -10.4140 -25.6611 -10.4150
C -6.8556 -23.7422 -11.4247
C -5.4930 -23.1814 -3.2755
C -6.0489 -35.3447 -8.5336
C -8.0212 -20.8941 -11.0184
C -9.7334 -26.0339 -6.9380
C -12.1415 -17.0758 -8.0803
C -11.6615 -24.8864 -10.1621
C -3.0464 -22.3697 -8.0771
C -4.8991 -22.5324 -2.0888
C -11.2896 -29.0737 -8.2259
C -14.0253 -25.1788 -7.1777
C -2.7299 -22.7033 -6.6167
C -13.9323 -21.8716 -5.2955
C -11.5052 -23.3342 -10.1569
C -4.1896 -27.9608 -10.8678
C -14.4354 -19.4111 -5.3201
C -8.2522 -29.3841 -3.8652
H -13.3983 -19.1262 -5.1426
H -6.9565 -34.2509 -6.8710
H -14.7388 -20.1000 -3.3184
H -7.8264 -29.2733 -16.6564
H -6.0151 -29.2819 -11.0415
H -8.2879 -27.1540 -5.9039
H -8.5412 -29.0313 -9.1035
H -2.7727 -20.2532 -8.0214
H -8.3193 -22.6894 -5.1888
H -9.8143 -30.2043 -7.2723
H -16.2961 -19.7476 -4.1498
H -16.7980 -26.5755 -7.3415
H -11.4520 -17.8957 -9.9449
H -12.4192 -31.3437 -7.1282
H -11.7494 -30.9855 -5.5140
H -15.0050 -26.2474 -5.5454
H -15.4415 -26.9968 -8.4553
H -6.4936 -23.5673 -3.0806
H -1.7910 -30.6143 -4.8760
H -4.4656 -25.8026 -10.7860
H -7.0142 -24.8138 -11.5457
H -5.1014 -32.9391 -7.7186
H -8.0684 -28.3625 -13.1268
H -8.8847 -27.4530 -15.4147
H -11.2206 -34.6855 -4.5330
H -13.3469 -24.8091 -6.4089
H -8.8040 -27.9301 -7.3995
H -6.6618 -25.2509 -5.9329
H -4.4371 -25.2270 -1.7845
H -11.4879 -27.2687 -1.5705
H -4.6348 -27.5301 -5.2523
H -10.0739 -22.9514 -5.3529
H -8.9418 -30.4376 -1.3024
H -7.2529 -23.2221 -12.2963
H -10.5056 -20.5665 -5.1938
H -11.9218 -26.0890 -0.3293
H -11.9720 -33.8415 -6.5861
H -5.6526 -28.5059 -9.4663
H -5.8425 -32.6470 -9.1892
H -5.3461 -28.9651 -4.3761
H -7.2791 -27.0281 -15.7618
H -10.3630 -22.9217 -11.9585
H -13.1085 -17.5757 -8.0243
H -10.6052 -32.8997 -6.3690
H -12.3359 -22.9431 -9.5695
H -9.2626 -22.0596 -6.5916
H -3.8291 -26.2630 -3.0953
H -4.0763 -28.0357 -11.9493
H -13.4541 -25.4428 -8.0677
H -9.7505 -21.1690 -3.7073
H -3.3689 -31.2750 -4.5617
H -12.3868 -16.3698 -6.0994
H -10.6234 -23.0985 -9.5610
H -11.4624 -17.9117 -6.2030
H -6.7553 -29.1692 -2.2638
H -7.8834 -27.8432 -2.5906
H -13.0694 -25.2562 -2.4065
H -11.2786 -21.5589 -11.4573
H -7.6201 -28.9201 -4.6223
H -6.8079 -23.6308 -9.2706
H -5.7695 -23.6518 -11.4400
H -15.9583 -28.0456 -7.1781
H -6.0969 -35.3656 -9.6224
H -12.2573 -16.0789 -8.5055
H -6.4531 -36.3051 -8.2139
H -5.8513 -24.7612 -7.2922
H -8.3368 -29.8022 -15.0688
H -3.6951 -22.9035 -6.1514
H -10.1602 -17.6250 -8.6522
H -13.3894 -31.6901 -5.7733
H -8.8620 -29.6187 -11.4145
H -6.6263 -27.1039 -7.7114
H -7.8729 -21.3937 -8.9996
H -8.4779 -19.5340 -6.0298
H -10.0868 -30.8296 -11.0365
H -2.1596 -23.6166 -6.4474
H -10.5408 -29.1862 -10.9289
H -11.5515 -24.3589 -4.1655
H -15.4261 -21.0018 -6.3038
H -5.5606 -26.0819 -2.8914
H -11.8752 -25.1855 -9.1359
H -7.7305 -26.1550 -8.6583
H -7.5381 -24.2869 -7.1052
H -11.8182 -24.2075 -1.8136
H -13.7789 -20.6669 -6.9183
H -7.9843 -26.5874 -13.2448
H -10.7183 -16.3718 -6.5631
H -5.7275 -22.4074 -4.0062
H -5.0477 -35.2662 -8.1098
H -3.1350 -28.9477 -3.6111
H -8.3696 -30.6407 -9.2056
H -9.6468 -28.7933 -1.3245
H -10.6642 -31.1285 -8.4057
H -7.8385 -34.0773 -8.3410
H -13.9505 -27.1960 -6.4210
H -3.8870 -20.8571 -9.2361
H -2.0869 -22.3939 -8.5936
H -2.8012 -26.2929 -10.7421
H -15.2732 -18.4367 -3.5994
H -7.4829 -20.1791 -4.8158
H -3.6828 -23.1183 -8.5491
H -6.3268 -21.3506 -9.7979
H -8.3092 -29.0928 -0.3387
H -2.5768 -28.3479 -5.1566
H -12.1363 -22.9494 -12.1801
H -3.5081 -28.7178 -10.4797
H -6.2729 -27.5668 -10.8728
H -11.5649 -26.1201 -4.1741
H -3.5811 -23.9407 -3.8940
H -8.3595 -23.6405 -9.8901
H -2.2590 -21.8335 -6.1586
H -4.8115 -24.7056 -4.7512
H -6.5440 -27.4759 -13.4780
H -8.1368 -30.4399 -4.1102
H -14.8872 -18.6160 -5.9133
H -4.8551 -29.0397 -6.0779
H -12.3319 -25.3199 -10.9042
H -12.5447 -33.6102 -4.0727
H -10.3672 -25.9902 -1.1511

Calculated values
- Kohn-Sham gap (Eh) = 0.405
- energy above the lowest of the compared OMol25 structures with the same formula, charge and spin (kJ/mol) = 35.9
- F_max (eV/Å) = 5.52
- energy (eV) = -97774.536
- HOMO (eV) = -10.84

=====

Computed, not measured: 15 unconnected molecules or ions with the total composition C68H135N15O8 in a non-equilibrium geometry, with ωB97M-V with the def2-TZVPD basis set.

Element x y z (Å)
O 4.1789 0.3927 -4.4923
O 5.3025 -5.6172 0.1266
O 2.0232 -2.9459 2.0060
O 7.9614 4.7933 2.2778
O -2.6491 -2.3660 7.0194
O 8.3507 -0.2164 -3.2256
O 1.3881 5.3939 1.3663
O 1.8141 -5.8381 -3.3842
N -0.2942 -2.7047 4.9149
N 5.6427 -0.4817 -2.2655
N -0.7841 1.4710 8.0193
N 2.0742 -1.2989 7.0233
N 4.8454 -6.0399 -2.8872
N -9.2687 -5.7425 -4.6225
N 4.9001 6.8081 1.3318
N -5.4809 3.7589 0.9771
N -10.4434 1.6814 -1.3564
N -3.0434 -2.5295 -3.0891
N -7.0263 -4.6627 1.2236
N -2.0172 -1.1084 -6.2074
N -1.3601 0.0353 -0.8425
N -1.0272 4.5788 -5.3537
N 2.9646 1.6973 0.6346
C -8.9711 -3.6826 -3.0241
C -4.1895 -2.1878 6.8511
C 2.2790 -0.1761 7.0819
C 3.9159 1.4934 1.1922
C -3.4977 -3.4137 -3.6451
C -7.2781 1.1510 0.3376
C 2.7272 -4.7061 -3.7229
C -6.5566 -3.6507 1.5163
C -2.9368 -0.6350 -5.7250
C -4.1530 0.0135 -5.1432
C -2.6701 1.7751 -0.6162
C -4.0247 -4.5581 -4.4163
C 8.3622 4.2106 3.5411
C 2.4093 6.3193 1.4265
C 0.8217 1.9321 -3.6199
C 4.2279 -0.9298 -2.4558
C 1.8660 -2.2881 0.7233
C 8.0890 -1.2351 -2.2232
C 1.3028 -2.3060 3.0497
C 6.6126 -1.5754 -2.3989
C -5.2974 6.2022 0.0369
C -0.7464 -3.6019 6.0284
C 1.3024 3.1100 -2.7590
C 2.3476 1.5700 4.4818
C 6.4553 1.4062 1.0206
C 3.9592 -5.6297 -3.9843
C 0.1042 5.8935 0.9914
C -4.8122 -4.1337 -5.7745
C 0.9773 -3.1416 4.2634
C -1.4149 2.0711 -0.0732
C 7.7688 0.8893 1.6376
C 3.8516 5.8152 1.3052
C 0.4322 2.3180 -5.0383
C 9.6690 0.2802 -3.4468
C -8.5482 2.0244 0.4445
C 1.0950 -5.7584 -2.1419
C -6.7683 -4.1630 -1.8034
C -3.8251 1.4122 -4.5868
C -9.5763 1.8968 -0.5849
C 2.4745 1.2606 7.0642
C -2.3042 -3.5096 6.1746
C -2.0911 1.5764 4.7669
C 5.6697 -6.3124 1.2923
C 6.8432 5.6093 2.3996
C -0.4001 3.6100 -5.2493
C -1.8498 0.4655 5.8281
C -5.3837 7.4829 2.2535
C -3.4941 -2.3462 1.3629
C 3.9046 -0.8809 -3.9733
C 5.2018 1.1304 1.8251
C 6.2709 -5.4916 -0.9495
C -1.2800 1.0341 7.0673
C -5.3821 4.8124 0.5308
C 3.2626 1.6952 5.8032
C -9.1231 -4.8157 -4.0010
C 5.5923 -4.9556 -2.2666
C -5.9674 -2.3894 1.9321
C -4.5992 7.2069 0.9467
C -3.0979 2.6682 4.9783
C -4.5892 -2.2240 2.5259
C -8.2898 -4.1583 -1.7178
C -2.5240 0.5508 -1.2850
C 6.1698 6.0064 1.0841
C -0.6466 0.9295 -0.1372
C -3.8727 2.5908 -5.6352
C 4.5656 0.2452 -5.8680
C -6.1065 -3.2758 -5.6124
C -6.5614 1.3728 -1.0015
H 4.9890 0.0972 2.0994
H 4.5311 -5.0605 -4.7171
H -6.4581 -1.8591 2.7482
H 2.5300 0.6011 4.0169
H 3.9767 -1.9198 -2.0751
H 1.2664 1.6897 4.5511
H -4.8205 -5.0184 -3.8307
H 3.6759 -0.1418 -1.9436
H 0.1615 6.5832 0.1494
H 6.2969 -4.5595 -2.9978
H 0.9345 -1.7288 0.6355
H -8.7138 -5.0724 -1.3021
H 3.9376 4.9785 1.9985
H -3.4336 3.4493 -5.1270
H -0.3457 6.4933 1.7826
H -3.2100 3.3964 4.1750
H -2.8000 -3.3416 5.2185
H 0.9790 -4.1171 3.7771
H 6.7392 -6.4402 -1.2120
H 10.3206 -0.4008 -3.9943
H -3.5572 6.9433 1.1278
H -6.8419 -3.9782 -5.2201
H 5.4885 -0.3338 -5.9009
H 1.5942 1.1637 -3.6469
H 10.1874 0.5579 -2.5291
H 6.2742 0.8876 0.0791
H -6.3122 6.5075 -0.2183
H 4.8515 1.1834 -6.3437
H -4.8884 2.7780 -5.9837
H 1.5566 -1.2739 3.2917
H 2.5017 2.3195 3.7056
H -4.6314 8.2019 0.5026
H -0.1021 1.5631 -3.1742
H -6.0735 -1.7810 1.0340
H -4.0978 2.3259 5.2452
H -3.6136 -1.6303 0.5496
H -6.5231 -4.5964 -2.7729
H -4.8685 0.1499 -5.9540
H 4.8027 -6.2104 1.9450
H 3.4603 2.7567 5.9527
H 4.2154 1.1744 5.7086
H 1.2735 2.2908 -5.7308
H 6.5394 -2.0171 -3.3927
H -2.7541 -4.3537 6.6971
H -3.3520 -5.3926 -4.6145
H -1.1474 2.0815 4.5611
H 5.0586 -4.0667 -1.9301
H -0.6045 5.1177 0.7015
H 6.4570 -2.3742 -1.6737
H 3.6453 -6.4607 -4.6159
H -4.6742 6.2058 -0.8574
H -0.4007 -3.2014 6.9813
H -0.2776 -1.7253 5.1611
H -7.6085 0.1181 0.4469
H 7.7039 -0.1985 1.6602
H -4.0085 -3.7383 -6.3958
H 8.0123 1.3775 2.5813
H 8.5020 1.3031 0.9452
H 7.2090 6.4331 3.0124
H 4.8436 7.3873 0.5063
H -0.4333 -4.6380 5.8988
H 2.2470 -4.2744 -4.6010
H 0.3041 -2.0815 2.6751
H 5.9657 5.1225 0.4797
H 3.8184 -0.1659 -6.5468
H 2.1135 3.7134 -3.1667
H -6.4176 -3.1313 -1.8289
H 5.8837 -7.3786 1.3666
H -3.2261 -0.0611 -1.8319
H 9.7091 1.1399 -4.1157
H 2.7650 -4.0487 -2.8543
H 0.7478 -4.7326 -2.0174
H 8.8329 4.9692 4.1665
H -4.4660 -1.2577 3.0148
H 8.4017 -0.8329 -1.2596
H 2.8746 -1.0555 -4.2845
H -3.4007 -3.3287 0.9002
H -5.1767 8.4142 2.7806
H 8.6027 -2.1788 -2.4070
H 5.1439 1.6499 2.7816
H -3.5504 2.3972 -0.5491
H 1.5024 1.7491 7.1312
H -2.5078 -2.0150 1.6880
H -2.8510 0.1325 6.1014
H -6.5790 1.3945 1.1377
H -4.3754 1.6387 -3.6736
H 6.0541 5.2231 3.0448
H 2.6771 -1.5906 0.5143
H 7.4925 3.6948 3.9480
H -5.2587 6.5593 2.8187
H -9.9271 -3.1737 -2.9014
H -7.1556 1.1018 -1.8742
H 1.9195 -6.0055 -1.4733
H 1.7253 2.7879 -1.8075
H 3.1700 1.4240 7.8874
H 5.8646 0.2439 -2.9322
H 0.4093 3.7184 -2.6165
H -0.9895 -0.8490 -1.1603
H -2.8479 1.5963 -4.1404
H -2.3852 1.0664 3.8496
H 9.2507 3.5852 3.4537
H -8.2227 3.0637 0.4892
H -3.3120 2.2368 -6.5003
H -6.4474 7.5448 2.0236
H -4.5667 -2.8707 3.4030
H 7.0956 -4.8354 -0.6713
H 6.7614 6.7981 0.6245
H -8.3997 -2.8983 -3.5205
H 4.4565 -1.6951 -4.4430
H -4.5173 -1.2135 7.2136
H 1.9481 -2.9294 -0.1543
H -6.5214 -3.1249 -6.6090
H -4.7105 -2.9292 7.4570
H -0.2649 1.5412 -5.3526
H 6.5299 -5.8183 1.7440
H 2.4232 7.0257 0.5966
H -6.3283 2.4071 -1.2544
H -4.7473 -0.6932 -4.5640
H 0.3972 0.6915 0.0054
H -4.5869 -2.3233 5.8452
H 4.2672 -6.4817 -2.1867
H 2.1743 7.0242 2.2239
H -5.5366 1.0059 -1.0596
H 3.8720 5.2657 0.3640
H -6.1224 -2.4028 -4.9599
H -8.6319 -3.3498 -1.0716
H -1.0951 2.9578 0.4540
H 0.2967 -6.4993 -2.0986
H -9.1228 1.8620 1.3564
H -5.1069 -5.0566 -6.2741
H -6.3875 -4.9454 -1.1468
H 1.7674 -3.1572 5.0141
H 6.5449 2.4283 0.6525
H -2.7044 3.1542 5.8710
H -1.2801 -0.3873 5.4589

Calculated values
- Kohn-Sham gap (Eh) = 0.310
- F_max (eV/Å) = 4.29
- energy (eV) = -111421.708
- HOMO (eV) = -8.18